1.
Entry from the OMol25 dataset: a cluster of 2 separate species, C3H11N2S in total (ωB97M-V/def2-TZVPD).

Structure (XYZ):
```
17
C3H11N2S (ωB97M-V/def2-TZVPD)
S 0.4190 -0.8980 -1.3585
N -2.0555 2.9786 1.4104
N -1.0817 0.9841 0.6515
C 1.6898 -2.5440 0.5553
C -1.3905 2.2453 0.5528
C 1.9148 -1.4960 -0.5273
H 0.8559 -3.2381 0.4425
H -0.0674 -2.0595 -1.7810
H -0.8666 0.5148 -0.2547
H 2.5481 -0.6440 -0.2769
H 1.7043 -2.0135 1.5071
H -2.0182 3.9836 1.2969
H 2.5243 -3.2368 0.6593
H -1.1035 2.6991 -0.3919
H 2.4925 -1.9679 -1.3252
H -2.7929 2.7789 2.0791
H -0.7094 0.3254 1.3115
```

Computed properties:
Charge ... +1
Lowest unoccupied orbital energy ... -4.05 eV
Largest force on an atom ... 2.39 eV Å⁻¹
HOMO-LUMO gap ... 8.676 eV



2.
Entry from the OMol25 dataset: a cluster of 2 separate species, C3H11N2S in total (ωB97M-V/def2-TZVPD).

Structure (XYZ):
```
17
C3H11N2S (ωB97M-V/def2-TZVPD)
S -0.9982 0.5333 0.0233
N 2.9308 -1.4535 -2.1248
N 2.1908 0.2429 -0.7616
C -2.6594 0.1770 0.7195
C 3.1273 -0.3403 -1.4624
C -2.6602 0.2972 2.2352
H -2.3358 1.2845 2.5577
H -3.6931 0.2437 2.5834
H -0.8611 1.7422 0.5799
H -2.9561 -0.8223 0.4011
H 3.5500 -1.7444 -2.8674
H 1.2013 0.1705 -1.0134
H 4.1241 0.0787 -1.4796
H -2.0909 -0.4959 2.7048
H 2.4285 1.0883 -0.2625
H 2.0272 -1.9090 -2.1095
H -3.3253 0.9071 0.2762
```

Computed properties:
Charge ... +1
Lowest unoccupied orbital energy ... -3.85 eV
Largest force on an atom ... 0.79 eV Å⁻¹
HOMO-LUMO gap ... 8.530 eV



3.
Entry from the OMol25 dataset: a cluster of 2 separate species, C3H11N2S in total (ωB97M-V/def2-TZVPD).

Structure (XYZ):
```
17
C3H11N2S (ωB97M-V/def2-TZVPD)
S 0.5494 0.8277 1.3018
N -1.6147 -1.0543 -0.3830
N 0.2761 -2.3688 -0.3290
C 0.2072 2.0538 -0.0353
C 0.9727 1.6646 -1.2787
C -0.9580 -2.1271 -0.7003
H -2.5723 -0.9319 -0.6685
H -0.1282 1.4416 2.2758
H 0.7248 -3.2130 -0.6502
H -1.4527 -2.8934 -1.2896
H -1.1453 -0.3024 0.1170
H 0.5391 3.0210 0.3250
H 2.0323 1.5496 -1.0670
H 0.8277 -1.6829 0.1706
H 0.6026 0.7397 -1.7270
H 0.8529 2.4444 -2.0290
H -0.8670 2.0770 -0.1986
```

Computed properties:
Charge ... +1
Lowest unoccupied orbital energy ... -3.39 eV
Largest force on an atom ... 0.52 eV Å⁻¹
HOMO-LUMO gap ... 9.850 eV



4.
Entry from the OMol25 dataset: the ion C3H11N2S with charge +1 (ωB97M-V/def2-TZVPD).

Structure (XYZ):
```
17
C3H11N2S (ωB97M-V/def2-TZVPD)
S 1.2655 2.2733 1.1927
N -1.1530 -1.3883 -1.4254
N 0.7472 0.5608 -1.0379
C -0.6392 -1.2388 -0.0701
C 0.3661 0.7006 1.4414
C -0.1942 0.1824 0.1462
H 0.2621 -1.8315 0.0290
H 0.5630 1.4489 -1.6295
H -1.2600 -1.5651 0.7588
H 0.5520 -0.2095 -1.6819
H 1.2905 2.6772 2.4969
H -2.1480 -1.4572 -1.5967
H -0.8037 -2.3076 -1.6941
H 0.9640 -0.1026 1.9577
H -0.9880 0.8472 -0.2519
H -0.5399 0.8070 2.0508
H 1.7156 0.6032 -0.6861
```

Computed properties:
Charge ... +1
Lowest unoccupied orbital energy ... -3.25 eV
SMILES ... NC[C@H]([NH3+])CS
Largest force on an atom ... 4.09 eV Å⁻¹
HOMO-LUMO gap ... 10.188 eV



5.
Entry from the OMol25 dataset: a cluster of 2 separate species, C3H11N2S in total (ωB97M-V/def2-TZVPD).

Structure (XYZ):
```
17
C3H11N2S (ωB97M-V/def2-TZVPD)
S 1.4921 -0.1302 1.2423
N 0.7136 0.2455 -1.8033
N -0.5125 0.0956 -3.7631
C -0.2136 -0.2009 1.7714
C 0.0015 -0.4391 -2.6801
C -0.4527 0.0506 3.2795
H -1.5425 0.0075 3.4548
H 1.9079 0.6703 2.2484
H 0.8603 -0.1487 -0.8642
H -1.0758 -0.5359 -4.3184
H -0.7933 0.5394 1.2172
H -0.1437 1.0443 3.5672
H -0.6561 -1.1623 1.4678
H -0.2041 -1.4632 -2.3930
H 0.6538 1.2348 -2.0024
H -0.1408 0.8851 -4.2731
H 0.1060 -0.6928 3.8489
```

Computed properties:
Charge ... +1
Lowest unoccupied orbital energy ... -3.91 eV
Largest force on an atom ... 2.14 eV Å⁻¹
HOMO-LUMO gap ... 8.702 eV



6.
Entry from the OMol25 dataset: the ion C3H11N2S2 with charge +1 (ωB97M-V/def2-TZVPD).

Structure (XYZ):
```
18
C3H11N2S2 (ωB97M-V/def2-TZVPD)
S -0.7163 -1.6798 1.9557
S -2.2808 -2.9136 1.6498
N 0.6614 1.9507 -1.4072
N 0.0493 0.9963 0.9183
C 0.3499 -1.3785 0.4393
C 0.8123 0.4824 -1.3224
C -0.0850 -0.0440 -0.1741
H -0.1992 1.9077 0.5185
H 1.8462 0.1133 -1.2390
H 0.3710 -2.2528 -0.2310
H 0.9917 0.9426 1.3149
H -0.1551 2.1590 -1.9818
H -1.1581 -0.1993 -0.3623
H 1.3189 -1.3393 0.9526
H -0.6136 0.8012 1.6738
H 1.4456 2.3381 -1.9233
H -3.2472 -1.9364 1.5308
H 0.6091 0.0523 -2.3126
```

Computed properties:
Charge ... +1
Lowest unoccupied orbital energy ... -3.15 eV
SMILES ... NC[C@H]([NH3+])CSS
Largest force on an atom ... 1.18 eV Å⁻¹
HOMO-LUMO gap ... 9.745 eV



7.
Entry from the OMol25 dataset: a cluster of 2 separate species, C3H11N3 in total (ωB97M-V/def2-TZVPD).

Structure (XYZ):
```
17
C3H11N3 (ωB97M-V/def2-TZVPD)
N -1.2953 1.9346 0.5092
N 0.2699 -1.1159 -0.5961
N -3.0214 0.5107 -0.3090
C 1.5728 -0.4350 -0.7030
C 2.3419 -0.5580 0.6175
C -2.2172 1.0844 0.6778
H -2.5602 0.9819 1.7167
H 1.4624 0.6221 -0.9315
H 1.7497 -0.1257 1.4248
H -0.0595 -1.0932 -1.5724
H -0.9346 2.2586 1.4042
H 2.1959 -0.8652 -1.5017
H -2.7371 -0.4188 -0.5988
H 3.3394 -0.1249 0.5466
H 0.4310 -2.1036 -0.3994
H -3.0046 1.0651 -1.1571
H 2.4672 -1.6170 0.8722
```

Computed properties:
Charge ... -1
Lowest unoccupied orbital energy (alpha / beta) ... 4.28 / 4.07 eV
Spin multiplicity ... 2
Largest force on an atom ... 1.56 eV Å⁻¹
Expectation value of S² ... 0.750
HOMO-LUMO gap (alpha / beta) ... 2.826 / 9.361 eV



8.
Entry from the OMol25 dataset: a cluster of 2 separate species, C3H11N3 in total (ωB97M-V/def2-TZVPD).

Structure (XYZ):
```
17
C3H11N3 (ωB97M-V/def2-TZVPD)
N -1.5690 0.1088 -1.2840
N -2.3438 1.1774 0.5209
N -1.5890 0.2182 0.1119
C -0.0368 -1.6771 0.1288
C 2.6165 1.1513 -0.0598
C -0.8322 -0.6073 0.7905
H 3.2859 0.3245 0.1307
H 3.0955 1.8529 -0.7351
H -0.8529 -0.5230 1.8625
H -2.1207 0.8848 -1.6431
H -0.6380 -2.5723 -0.0639
H 0.3544 -1.3293 -0.8269
H 0.7931 -1.9663 0.7655
H 1.7025 0.7903 -0.5092
H -1.9701 -0.7744 -1.5892
H 2.3864 1.6525 0.8712
H -2.2820 1.2891 1.5292
```

Computed properties:
Charge ... 0
Lowest unoccupied orbital energy ... 0.96 eV
Largest force on an atom ... 1.40 eV Å⁻¹
HOMO-LUMO gap ... 8.408 eV